Record 1
A 10-piece molecular cluster, C27H74O10 overall in a non-equilibrium geometry, computed with ωB97M-V/def2-TZVPD.

Structure (XYZ):
```
111
Properties=species:S:1:pos:R:3:forces:R:3
C -0.369656 3.416823 -3.464430 1.0 0.9 1.1
C -0.504726 2.113630 -4.117388 -2.0 -1.3 1.0
O 0.693586 1.359114 -4.108370 0.1 0.2 -1.4
H 0.208067 3.258637 -2.553762 0.0 0.1 0.2
H -1.329171 3.820584 -3.141328 0.0 0.0 -0.3
H 0.195327 4.144270 -4.047292 -0.2 0.1 -0.2
H -1.106794 2.222238 -5.019500 0.9 -0.3 -0.9
H -1.133150 1.461440 -3.510888 -0.7 0.3 0.3
H 0.683372 0.862418 -4.929820 0.4 -0.3 -0.1
C -1.618904 2.162287 3.409556 -0.8 -0.3 0.9
C -1.468493 0.942036 4.337221 -1.8 1.5 0.6
O -0.791307 -0.049998 3.649854 1.0 -1.2 0.0
H -1.401959 3.083185 3.950838 0.3 0.0 -0.2
H -2.675377 2.213350 3.146184 0.1 0.1 -0.4
H -1.006370 2.058531 2.513941 0.0 0.1 0.2
H -2.418094 0.538761 4.688959 -0.8 0.0 -0.8
H -1.163825 1.254087 5.336174 1.7 -0.1 -0.1
H -1.079783 -0.903320 3.981863 0.2 -0.1 0.0
C 4.292445 2.183074 2.915651 -0.2 -0.9 -1.4
C 3.236353 1.133179 2.339132 0.6 1.5 1.0
O 2.499525 1.750103 1.280427 1.2 0.7 0.1
H 4.839545 2.548983 2.046812 -0.1 0.5 0.0
H 5.084324 1.779951 3.546930 -0.3 -0.6 0.1
H 3.841482 2.995160 3.485953 -0.3 0.0 -0.4
H 2.627112 0.933417 3.220617 -0.5 -0.6 -0.3
H 3.705702 0.232224 1.944047 0.2 -0.1 0.3
H 1.659766 1.328528 1.083765 -0.4 -0.7 0.4
C -0.122128 4.242789 0.029137 0.8 0.2 0.4
C 1.209294 4.877414 0.454376 -1.5 1.5 0.3
C 1.040998 6.361641 0.795668 0.8 0.6 -2.0
O 1.651618 4.319733 1.620273 0.6 -1.0 1.7
H -0.852301 4.381545 0.826445 0.0 -0.2 0.1
H 0.196454 3.203588 -0.052588 -0.9 -0.3 -0.4
H -0.527961 4.682578 -0.881902 0.1 -0.3 -0.1
H 1.963750 4.611865 -0.286152 0.0 0.9 -0.7
H 0.830005 6.864569 -0.148072 -0.2 0.3 -0.2
H 1.997559 6.779449 1.109558 0.0 -0.1 0.3
H 0.253607 6.681775 1.478037 0.0 -0.8 0.2
H 2.184060 3.566272 1.354952 0.1 -0.8 0.6
C 3.232989 -3.139457 2.551751 0.0 -0.8 1.1
C 3.071110 -4.687256 2.480564 -2.5 0.0 -0.9
C 2.034734 -5.139057 1.414565 0.3 0.3 -0.1
O 4.274216 -5.300593 2.217786 2.1 0.1 -0.4
H 2.319543 -2.545493 2.521454 -0.3 -0.6 -0.2
H 3.899198 -2.693873 1.813022 0.2 -0.4 0.0
H 3.591384 -2.977376 3.568309 0.6 0.4 -0.1
H 2.699724 -5.106235 3.415784 -0.2 0.5 0.5
H 0.992097 -4.963241 1.679330 0.1 0.4 0.1
H 2.070856 -6.210689 1.218611 0.3 -0.2 0.2
H 2.285262 -4.643472 0.476619 -0.2 0.1 -0.1
H 4.172021 -6.235267 2.024052 -0.3 0.0 0.1
C -5.431557 2.899656 -0.580320 1.2 -0.4 -0.4
C -4.261788 1.829809 -0.865219 -2.2 1.5 1.4
C -3.358224 1.598738 0.331468 1.0 0.5 -0.4
O -4.953838 0.622910 -1.071234 0.1 -1.2 -0.2
H -6.292516 2.591049 -1.173293 -0.1 0.1 0.1
H -5.231920 3.940524 -0.834949 0.4 0.0 -0.1
H -5.691901 2.902432 0.478128 -0.1 -0.3 0.0
H -3.658730 2.055943 -1.744590 -0.1 0.4 -0.1
H -3.721566 0.928816 1.110760 -0.3 -0.3 -0.5
H -3.057262 2.490334 0.881564 -0.2 0.4 -0.4
H -2.443558 1.254332 -0.151092 0.3 -0.6 0.7
H -5.521614 0.723026 -1.838825 0.0 0.0 -0.1
C 0.282676 0.179745 -1.197011 -0.3 -1.4 0.6
C -0.141350 -0.664250 0.094268 0.9 1.3 -1.4
C 0.563029 -2.051421 0.364214 -0.5 1.5 -1.2
O 0.157422 0.290814 1.124390 -0.1 -0.7 -0.3
H -0.110304 1.196436 -1.193702 -0.1 0.0 0.7
H -0.129823 -0.212130 -2.126733 0.4 -0.5 0.0
H 1.370159 0.242632 -1.235983 0.0 -0.1 -0.2
H -1.222914 -0.783056 0.029415 -0.1 -0.2 0.1
H -0.007866 -2.589519 1.120936 0.4 0.0 0.3
H 1.616815 -1.877051 0.581565 -0.2 0.0 0.5
H 0.587123 -2.678319 -0.527141 -0.4 0.0 -0.2
H -0.297747 0.003119 1.919152 0.0 0.2 0.8
C 5.239292 1.505435 -3.326216 -0.1 -0.9 1.1
C 3.906750 2.131923 -3.027659 -0.3 1.2 -0.1
C 4.022658 3.571628 -2.594831 -0.3 0.3 0.9
O 3.194698 2.141106 -4.206580 -0.5 -0.3 -2.1
H 5.685378 1.791960 -4.278586 -0.2 0.6 0.2
H 5.097313 0.427886 -3.408836 0.2 -0.2 0.2
H 5.867212 1.743861 -2.467747 0.6 -0.3 -0.2
H 3.269429 1.665804 -2.276230 0.6 -0.8 0.4
H 4.666742 4.116476 -3.285066 0.0 0.2 0.3
H 4.291072 3.638100 -1.540496 0.9 0.1 0.0
H 3.026953 4.013389 -2.555878 -0.1 0.1 -0.6
H 2.281800 1.880142 -4.064756 -0.3 0.1 0.1
C -0.179830 -4.873704 -2.871737 -0.2 -1.5 -0.9
C -0.239749 -5.925200 -3.996646 1.2 -0.3 -0.4
C 0.278367 -7.330296 -3.605400 -1.4 1.3 1.0
O -1.569278 -5.960242 -4.451945 -0.9 0.0 0.2
H -0.850080 -5.260734 -2.104230 -0.2 0.4 0.2
H -0.540354 -3.946344 -3.316848 0.2 0.2 0.5
H 0.825967 -4.839819 -2.453020 0.0 0.4 -0.1
H 0.377448 -5.622535 -4.842553 0.3 0.5 -0.1
H 1.324721 -7.265072 -3.307085 0.1 -0.4 -0.6
H -0.046041 -8.056979 -4.350238 0.7 -0.1 -0.1
H -0.280492 -7.564315 -2.699296 0.0 -0.4 0.2
H -1.641089 -6.485130 -5.252524 0.1 -0.1 0.0
C -5.798230 -2.739737 3.339399 0.7 -2.8 -0.3
C -4.585926 -1.865805 3.141885 0.0 0.0 1.2
C -3.501363 -2.227950 2.155306 -0.7 -1.4 -0.8
O -5.145100 -0.684883 2.799629 -0.7 3.9 -1.2
H -5.414330 -3.742590 3.526544 -0.3 -0.3 1.1
H -6.383526 -3.015065 2.462061 0.2 0.8 -0.8
H -6.540576 -2.375457 4.049558 0.6 0.0 0.3
H -4.149896 -1.629990 4.112641 0.2 -0.5 0.4
H -4.021705 -2.289940 1.199531 0.1 -0.1 -0.4
H -3.111737 -3.230523 2.331793 0.2 0.0 0.1
H -2.681374 -1.530608 1.983761 -0.2 0.3 0.6
H -5.684952 -0.833261 2.019802 -0.1 0.3 -0.2
```
Forces are in eV/Å.

The frontier orbital gap is 0.346 Eh. Its structure (SMILES) is CC(C)O.CC(C)O.CC(C)O.CC(C)O.CC(C)O.CC(C)O.CC(C)O.CCO.CCO.CCO. The energy above the lowest of the compared OMol25 structures with the same formula, charge and spin comes out at 4.976 eV. The LUMO energy comes out at 0.3 eV. The largest force on an atom is 4.13 eV/Å.

=====

Record 2
C33H25N3P2S2Sn as an isolated structure in a non-equilibrium geometry, computed with ωB97M-V/def2-TZVPD.

Structure (XYZ):
```
66
Properties=species:S:1:pos:R:3:forces:R:3
Sn 0.030895 -1.654284 -1.394764 1.0 -0.5 -1.3
S -0.200691 -3.536090 -2.980173 -0.5 0.6 0.8
C 1.336947 -3.537981 -3.797407 0.5 0.4 0.1
C 1.550867 -4.573680 -4.710724 -0.1 0.0 0.0
C 2.717161 -4.637376 -5.446212 0.2 0.4 0.2
C 2.914321 -5.682121 -6.401456 0.0 -0.2 -0.2
N 3.080914 -6.511907 -7.177496 0.0 0.0 0.1
C 3.718584 -3.655156 -5.262037 -0.4 -0.2 0.0
C 3.526587 -2.650660 -4.336287 0.1 0.1 0.0
C 2.344140 -2.574284 -3.597665 -0.3 -0.4 0.0
S 2.219271 -1.275871 -2.443431 -0.6 0.3 0.6
C 4.909527 -3.700998 -6.051108 0.2 0.0 -0.1
N 5.851589 -3.738628 -6.706544 0.0 0.0 0.1
H 0.783194 -5.321831 -4.855454 0.0 0.0 0.0
H 4.299370 -1.908995 -4.185913 0.0 0.0 0.0
C 1.705919 1.337163 0.608408 0.3 -0.1 0.0
N 0.257291 1.072908 0.700503 -0.4 0.0 -0.4
P -0.391345 -0.276291 1.528744 1.1 0.3 0.5
C 1.008459 -1.265335 2.119471 -0.3 -0.1 -0.4
C 1.943963 -0.760768 3.024397 -0.1 0.0 0.1
C 3.031400 -1.537731 3.383479 0.0 0.2 0.0
C 3.175001 -2.825085 2.878498 0.0 0.0 0.0
C 2.203881 -3.361195 2.045403 0.0 -0.1 0.0
C 1.125826 -2.580583 1.659932 0.0 0.1 0.0
C -1.152134 0.400531 3.022069 -0.4 -0.4 -0.5
C -0.758814 1.612536 3.589402 0.0 0.1 -0.1
C -1.244098 1.950381 4.841340 0.0 0.0 0.0
C -2.128334 1.108218 5.506367 0.0 0.0 -0.1
C -2.548655 -0.078079 4.916476 0.0 0.0 0.0
C -2.071616 -0.430710 3.666752 0.1 0.0 0.0
P -0.607693 1.501586 -0.707212 -0.7 0.2 1.1
C -0.609893 3.305754 -0.780401 0.3 -0.4 -0.3
C -1.273908 3.885456 -1.866448 0.0 -0.1 0.0
C -1.455113 5.255396 -1.899862 0.0 0.0 -0.1
C -0.956421 6.046031 -0.871837 0.0 0.0 0.0
C -0.275421 5.467819 0.194293 0.0 0.0 0.1
C -0.082040 4.099313 0.240403 0.0 0.0 0.0
C -2.344455 1.049792 -0.413339 0.2 -0.2 -0.3
C -3.069526 1.658843 0.612390 0.0 0.1 0.0
C -4.416878 1.370959 0.750824 0.0 0.0 0.0
C -5.045061 0.503375 -0.134169 0.0 -0.1 0.0
C -4.331233 -0.090270 -1.166936 0.0 0.1 0.0
C -2.981712 0.188574 -1.307852 0.0 0.1 0.0
H 2.087615 1.691566 1.564345 0.0 0.0 0.0
H 1.883228 2.103830 -0.146715 0.0 0.0 0.0
H 2.264575 0.441776 0.325636 -0.1 0.0 0.0
H 1.807730 0.224375 3.452347 0.1 0.0 0.0
H 3.767721 -1.132881 4.064825 0.0 0.0 0.0
H 4.038369 -3.417191 3.149999 0.0 0.0 0.1
H 2.275760 -4.387160 1.710937 0.0 0.0 0.0
H 0.341904 -3.012225 1.046264 0.0 -0.1 0.0
H -0.079696 2.280883 3.077475 0.0 0.0 0.0
H -0.921667 2.872870 5.305626 0.0 0.0 0.0
H -2.498257 1.387443 6.483620 0.0 0.0 0.0
H -3.242681 -0.728467 5.431150 0.0 0.0 0.0
H -2.404835 -1.345108 3.189643 0.0 0.0 0.1
H -1.652029 3.261762 -2.668297 -0.1 0.1 0.0
H -1.976989 5.709281 -2.731030 0.0 0.0 0.0
H -1.093457 7.118576 -0.898874 0.0 0.0 0.0
H 0.104919 6.084340 0.997737 0.0 0.0 0.0
H 0.449370 3.658616 1.070601 0.0 0.0 0.1
H -2.594626 2.367212 1.280390 0.0 0.0 0.0
H -4.984578 1.839225 1.543936 0.0 0.0 0.0
H -6.102183 0.299668 -0.027049 0.0 0.0 0.0
H -4.828681 -0.744761 -1.869394 0.0 0.0 0.0
H -2.431594 -0.222365 -2.147567 -0.1 -0.1 0.0
```
Forces are in eV/Å.

The frontier orbital gap (spin up / spin down) is 0.145 / 0.147 Eh. As for the net charge: +2. The energy above the lowest of the compared OMol25 structures with the same formula, charge and spin comes out at 3.151 eV. The LUMO energy (spin up / spin down) comes out at -9.6 / -9.6 eV. The largest force on an atom is 1.67 eV/Å.